Entry one
# CH4N2

A single CH4N2 molecule (ωB97M-V with the def2-TZVPD basis set, OMol25).

Each line ends with the natural charge from an NBO analysis.
CARTESIAN COORDINATES (ANGSTROEM)
C  -0.09  -0.21  -1.04  -0.19
N  0.45  0.59  -0.18  -0.21
N  0.45  0.11  1.04  -0.60
H  -0.09  0.01  -2.17  0.19
H  -0.78  -0.96  -0.66  0.14
H  0.56  0.81  1.73  0.36
H  -0.50  -0.35  1.28  0.32

## Properties
Charge   0
Multiplicity   1
Frontier orbital gap   10.3 eV
E_LUMO   1.229 eV
SMILES   C=NN

---

Entry two
# CH4N2

A single CH4N2 molecule (ωB97M-V with the def2-TZVPD basis set, OMol25).

Each line ends with the natural charge from an NBO analysis.
CARTESIAN COORDINATES (ANGSTROEM)
C  -0.40  0.43  0.84  -0.16
N  -0.09  0.83  -0.33  -0.21
N  0.15  -0.26  -1.14  -0.65
H  -0.58  0.87  1.88  0.20
H  -0.36  -0.63  0.99  0.11
H  0.10  -1.13  -0.55  0.33
H  1.17  -0.12  -1.69  0.37

## Properties
Charge   0
Multiplicity   1
Frontier orbital gap   10.3 eV
E_LUMO   1.090 eV
SMILES   C=NN

---

Verdict on stability: entry one comes out on top.

---

Entry one
# CH13NO4

5 unconnected molecules or ions with the total composition CH13NO4 (ωB97M-V with the def2-TZVPD basis set, OMol25).

Each line ends with the natural charge from an NBO analysis.
CARTESIAN COORDINATES (ANGSTROEM)
C  -0.72  1.77  3.07  -0.41
N  -0.47  2.05  1.65  -0.89
H  -1.78  1.67  3.28  0.18
H  -0.29  2.59  3.66  0.18
H  -0.28  0.82  3.35  0.20
H  -0.20  2.98  1.36  0.37
H  0.20  1.39  1.29  0.38
O  -2.33  0.95  -0.17  -0.97
H  -2.04  1.75  0.30  0.49
H  -2.52  0.34  0.54  0.46
O  -0.49  -2.46  -3.83  -0.94
H  -0.63  -1.69  -4.39  0.47
H  -1.38  -2.64  -3.51  0.47
O  1.81  -1.13  1.33  -0.97
H  2.09  -1.23  0.40  0.50
H  2.49  -1.55  1.85  0.46
O  2.06  -0.78  -1.53  -0.96
H  1.19  -0.64  -1.96  0.49
H  2.59  -1.34  -2.12  0.48

## Properties
Charge   0
Multiplicity   1
Frontier orbital gap   9.7 eV
E_LUMO   0.608 eV
SMILES   CN.O.O.O.O

---

Entry two
# CH13NO4

A molecular structure, CH13NO4 (ωB97M-V with the def2-TZVPD basis set, OMol25).

Each line ends with the natural charge from an NBO analysis.
CARTESIAN COORDINATES (ANGSTROEM)
H  -0.66  0.52  -0.11  0.47
O  -0.80  0.91  -1.19  -1.09
N  -0.52  0.08  1.15  -0.80
H  -0.92  1.85  -1.05  0.47
H  0.50  -0.02  1.17  0.40
H  -0.77  -0.90  1.27  0.39
C  -0.99  1.06  2.13  -0.41
H  -2.07  1.05  2.14  0.21
H  -0.53  0.95  3.11  0.20
H  -0.75  2.04  1.70  0.20
O  -1.18  -1.60  -2.21  -0.99
H  -1.12  -0.63  -2.09  0.51
H  -1.92  -1.80  -2.81  0.47
O  1.69  -0.06  -1.69  -1.01
H  1.68  -0.61  -2.47  0.48
H  0.87  0.47  -1.65  0.51
O  2.69  -0.96  1.17  -0.96
H  2.49  -0.49  0.35  0.50
H  2.31  -1.84  1.08  0.47

## Properties
Charge   0
Multiplicity   1
Frontier orbital gap   11.0 eV
E_LUMO   0.614 eV

---

Verdict on stability: entry two comes out on top.

---

Entry one
# C2H8N2

A gas-phase ion, C2H8N2 (charge -1) (ωB97M-V with the def2-TZVPD basis set, OMol25).

Each line ends with the natural charge from an NBO analysis.
CARTESIAN COORDINATES (ANGSTROEM)
N  -1.20  -0.21  1.15  -0.88
C  -0.29  -0.99  0.20  -0.28
C  0.39  -0.05  -0.94  -0.67
N  0.75  1.19  -0.23  -1.15
H  -1.08  0.78  1.03  0.37
H  -0.94  -0.44  2.06  0.33
H  -1.04  -1.65  -0.25  0.16
H  0.46  -1.53  0.80  0.16
H  1.19  -0.57  -1.46  0.16
H  -0.40  0.15  -1.71  0.17
H  1.69  1.31  0.12  0.32
H  0.47  2.02  -0.77  0.30

## Properties
Charge   -1
Multiplicity   2
Frontier orbital gap (spin up / spin down)   3.3 / 9.4 eV
E_LUMO (spin up / spin down)   4.791 / 4.652 eV

---

Entry two
# C2H8N2

2 unconnected molecules or ions with the total composition C2H8N2 (ωB97M-V with the def2-TZVPD basis set, OMol25).

Each line ends with the natural charge from an NBO analysis.
CARTESIAN COORDINATES (ANGSTROEM)
N  -2.60  -0.38  0.26  -1.68
H  -3.01  0.05  1.09  0.28
H  -2.97  -1.33  0.18  0.30
H  -2.78  0.19  -0.57  0.30
C  2.33  -0.54  -0.53  -0.59
C  1.53  0.51  -0.28  -0.03
N  0.44  0.60  0.53  -0.88
H  2.25  -1.52  -0.10  0.19
H  3.14  -0.36  -1.23  0.18
H  1.74  1.41  -0.85  0.16
H  -0.18  -0.16  0.76  0.42
H  0.12  1.54  0.73  0.35

## Properties
Charge   -1
Multiplicity   2
Frontier orbital gap (spin up / spin down)   3.1 / 8.6 eV
E_LUMO (spin up / spin down)   4.297 / 4.165 eV

---

Entry three
# C2H8N2

2 unconnected molecules or ions with the total composition C2H8N2 (ωB97M-V with the def2-TZVPD basis set, OMol25).

Each line ends with the natural charge from an NBO analysis.
CARTESIAN COORDINATES (ANGSTROEM)
N  2.50  -0.83  -0.13  -0.64
C  1.45  0.23  -0.01  -0.31
C  0.01  -0.26  -0.29  -0.28
N  -1.14  0.12  0.58  -1.02
H  2.82  -1.06  0.83  0.27
H  1.56  0.85  0.88  0.16
H  -4.11  0.29  -0.64  -0.04
H  1.98  0.65  -0.90  0.22
H  0.11  -1.35  -0.44  0.16
H  -0.49  0.28  -1.10  0.19
H  -3.78  0.89  -0.35  0.03
H  -0.91  0.21  1.58  0.26

## Properties
Charge   -1
Multiplicity   2
Frontier orbital gap (spin up / spin down)   7.0 / 4.6 eV
E_LUMO (spin up / spin down)   4.989 / 3.671 eV

---

Verdict on stability: entry two comes out on top.

---

Entry one
# C6H7N3O2

A single C6H7N3O2 molecule (ωB97M-V with the def2-TZVPD basis set, OMol25).

Each line ends with the natural charge from an NBO analysis.
CARTESIAN COORDINATES (ANGSTROEM)
C  0.33  2.28  -0.82  -0.42
C  0.36  1.46  0.30  -0.02
N  -0.06  0.14  0.34  -0.35
C  -0.08  -0.84  -0.67  0.16
C  0.30  -0.74  -2.12  -0.65
C  -0.47  -1.99  -0.06  -0.09
N  -0.74  -1.80  1.26  -0.36
C  -0.44  -0.55  1.50  0.37
N  -0.38  -0.13  2.85  0.49
O  -1.21  -0.63  3.65  -0.35
O  0.48  0.66  3.19  -0.37
H  0.64  3.32  -0.81  0.22
H  0.05  1.93  -1.83  0.20
H  0.61  1.94  1.26  0.25
H  -0.46  -0.19  -2.69  0.23
H  1.26  -0.18  -2.21  0.23
H  0.38  -1.76  -2.56  0.24
H  -0.57  -2.92  -0.57  0.21

## Properties
Charge   0
Multiplicity   1
Frontier orbital gap   8.8 eV
E_LUMO   -0.687 eV
SMILES   C=Cn1c(C)cnc1[N+](=O)[O-]

---

Entry two
# C6H7N3O2

A single C6H7N3O2 molecule (ωB97M-V with the def2-TZVPD basis set, OMol25).

Each line ends with the natural charge from an NBO analysis.
CARTESIAN COORDINATES (ANGSTROEM)
C  -1.59  -1.92  -0.28  -0.35
C  -0.37  -1.60  0.09  -0.25
C  0.08  -0.20  0.13  0.18
C  1.57  0.24  -0.22  -0.07
N  2.78  -0.40  0.08  0.51
O  3.79  0.30  0.08  -0.39
O  2.77  -1.60  0.37  -0.40
C  1.43  1.62  -0.41  -0.01
N  0.20  2.01  -0.28  -0.27
N  -0.54  0.97  0.00  -0.12
C  -1.95  1.18  0.45  -0.41
H  -1.86  -2.97  -0.50  0.22
H  -2.31  -1.09  -0.53  0.19
H  0.49  -2.26  0.22  0.26
H  2.23  2.30  -0.51  0.23
H  -2.09  2.28  0.43  0.26
H  -2.47  0.64  -0.42  0.20
H  -2.15  0.51  1.30  0.23

## Properties
Charge   0
Multiplicity   1
Frontier orbital gap   8.6 eV
E_LUMO   -0.586 eV
SMILES   C=Cc1c([N+](=O)[O-])cnn1C

---

Verdict on stability: entry one comes out on top.

---

Entry one
# C19H28N2O4S

A single C19H28N2O4S molecule (ωB97M-V with the def2-TZVPD basis set, OMol25).

Each line ends with the natural charge from an NBO analysis.
CARTESIAN COORDINATES (ANGSTROEM)
C  3.33  3.27  0.14  -0.61
C  4.12  2.14  -0.52  -0.41
C  4.71  1.18  0.51  -0.23
N  3.66  0.56  1.29  -0.87
S  2.73  -0.60  0.51  2.31
O  3.41  -1.11  -0.65  -0.94
O  2.31  -1.51  1.53  -0.95
C  1.31  0.34  -0.02  -0.38
C  1.01  0.48  -1.36  -0.17
C  -0.10  1.20  -1.74  -0.26
C  -0.93  1.77  -0.77  0.32
O  -2.03  2.42  -1.25  -0.49
C  -2.97  2.93  -0.33  -0.17
C  -3.64  1.85  0.54  0.64
O  -4.12  2.12  1.62  -0.62
N  -3.66  0.64  -0.03  -0.61
C  -4.09  -0.55  0.66  -0.23
C  -2.93  -1.32  1.30  -0.44
C  -1.94  -1.98  0.38  0.04
C  -2.00  -1.95  -0.95  -0.22
C  -1.01  -2.62  -1.85  -0.43
C  0.23  -3.12  -1.11  -0.38
C  -0.18  -3.76  0.20  -0.39
C  -0.84  -2.71  1.09  -0.45
C  -0.63  1.62  0.58  -0.26
C  0.50  0.90  0.95  -0.17
H  2.88  3.91  -0.62  0.21
H  3.98  3.87  0.77  0.20
H  2.53  2.86  0.76  0.21
H  4.94  2.56  -1.11  0.21
H  3.47  1.58  -1.19  0.20
H  5.36  1.72  1.20  0.20
H  5.30  0.41  -0.01  0.20
H  3.97  0.18  2.17  0.41
H  1.66  0.02  -2.09  0.25
H  -0.36  1.32  -2.78  0.23
H  -2.53  3.69  0.33  0.20
H  -3.74  3.41  -0.94  0.22
H  -3.16  0.51  -0.90  0.41
H  -4.63  -1.19  -0.04  0.20
H  -4.78  -0.22  1.45  0.24
H  -3.37  -2.10  1.94  0.22
H  -2.39  -0.64  1.96  0.22
H  -2.82  -1.47  -1.47  0.18
H  -0.72  -1.92  -2.64  0.21
H  -1.51  -3.46  -2.35  0.21
H  0.76  -3.84  -1.74  0.21
H  0.91  -2.29  -0.90  0.20
H  -0.89  -4.57  0.02  0.19
H  0.69  -4.17  0.71  0.22
H  -1.24  -3.18  2.00  0.21
H  -0.07  -2.00  1.42  0.23
H  -1.25  2.04  1.35  0.23
H  0.75  0.76  1.99  0.24

## Properties
Charge   0
Multiplicity   1
Frontier orbital gap   9.6 eV
E_LUMO   0.634 eV
SMILES   CCCNS(=O)(=O)c1ccc(OCC(=O)NCCC2=CCCCC2)cc1

---

Entry two
# C19H28N2O4S

A single C19H28N2O4S molecule (ωB97M-V with the def2-TZVPD basis set, OMol25).

Each line ends with the natural charge from an NBO analysis.
CARTESIAN COORDINATES (ANGSTROEM)
C  1.37  3.60  -1.17  -0.61
C  1.58  2.50  -0.14  -0.39
C  0.85  1.20  -0.50  -0.16
N  0.90  0.28  0.62  -0.87
S  -0.52  -0.46  1.10  2.32
O  -0.29  -1.86  1.24  -0.94
O  -1.59  -0.01  0.25  -0.95
C  -0.72  0.27  2.71  -0.37
C  -0.27  -0.40  3.82  -0.16
C  -0.38  0.17  5.08  -0.27
C  -0.94  1.44  5.21  0.31
O  -1.10  2.11  6.38  -0.49
C  -0.68  1.49  7.57  -0.25
C  -1.39  2.11  4.06  -0.25
C  -1.28  1.53  2.82  -0.16
C  1.52  0.53  -1.70  0.69
O  2.44  -0.25  -1.55  -0.65
N  1.05  0.90  -2.91  -0.61
C  1.48  0.25  -4.13  -0.23
C  0.37  -0.64  -4.71  -0.42
C  -0.21  -1.57  -3.68  0.01
C  -1.43  -1.39  -3.19  -0.19
C  -2.08  -2.27  -2.18  -0.45
C  -1.35  -3.61  -2.05  -0.39
C  0.15  -3.35  -1.95  -0.39
C  0.67  -2.71  -3.23  -0.45
H  1.78  3.32  -2.13  0.21
H  0.31  3.81  -1.29  0.20
H  1.86  4.52  -0.84  0.22
H  2.65  2.28  -0.04  0.21
H  1.21  2.83  0.84  0.21
H  -0.20  1.40  -0.70  0.23
H  1.66  -0.39  0.50  0.44
H  0.16  -1.39  3.70  0.24
H  -0.02  -0.37  5.94  0.22
H  0.40  1.29  7.56  0.18
H  -0.91  2.20  8.36  0.20
H  -1.22  0.56  7.75  0.18
H  -1.83  3.09  4.19  0.23
H  -1.64  2.02  1.93  0.23
H  0.18  1.42  -2.95  0.40
H  1.77  1.02  -4.86  0.20
H  2.36  -0.34  -3.87  0.23
H  0.80  -1.22  -5.53  0.21
H  -0.42  -0.01  -5.12  0.20
H  -2.03  -0.55  -3.53  0.19
H  -3.12  -2.44  -2.45  0.21
H  -2.07  -1.75  -1.21  0.24
H  -1.55  -4.22  -2.93  0.19
H  -1.70  -4.14  -1.17  0.21
H  0.69  -4.29  -1.76  0.20
H  0.33  -2.69  -1.10  0.21
H  1.69  -2.35  -3.07  0.22
H  0.71  -3.45  -4.03  0.20

## Properties
Charge   0
Multiplicity   1
Frontier orbital gap   9.3 eV
E_LUMO   0.656 eV
SMILES   CC[C@H](NS(=O)(=O)c1ccc(OC)cc1)C(=O)NCCC1=CCCCC1

---

Verdict on stability: entry one comes out on top.

---

Entry one
# C3H10N3O

2 unconnected molecules or ions with the total composition C3H10N3O (ωB97M-V with the def2-TZVPD basis set, OMol25).

Each line ends with the natural charge from an NBO analysis.
CARTESIAN COORDINATES (ANGSTROEM)
N  -1.98  0.53  -0.68  -0.83
C  -2.30  1.71  -0.14  0.29
N  -3.35  2.39  -0.49  -0.83
H  -2.63  0.05  -1.27  0.37
H  -1.04  0.08  -0.43  0.47
H  -1.59  2.06  0.61  0.14
H  -3.42  3.21  0.10  0.31
C  3.01  -0.56  1.03  -0.43
N  2.54  -1.58  0.09  -0.69
C  1.02  -1.70  0.16  0.13
O  0.39  -0.55  -0.18  -0.97
H  3.74  0.10  0.58  0.17
H  3.45  -1.04  1.92  0.16
H  2.17  0.06  1.37  0.20
H  2.68  -1.25  -0.85  0.33
H  0.80  -1.99  1.21  0.08
H  0.79  -2.54  -0.51  0.09

## Properties
Charge   -1
Multiplicity   1
Frontier orbital gap   7.7 eV
E_LUMO   4.195 eV

---

Entry two
# C3H10N3O

A gas-phase ion, C3H10N3O (charge -1) (ωB97M-V with the def2-TZVPD basis set, OMol25).

Each line ends with the natural charge from an NBO analysis.
CARTESIAN COORDINATES (ANGSTROEM)
C  -2.21  -0.02  0.49  -0.47
N  -1.78  -0.54  -0.77  -0.61
N  -0.32  0.20  -1.18  0.13
O  -0.55  1.41  -1.37  -0.65
N  0.62  -0.14  0.12  -0.42
C  1.62  -1.19  -0.26  -0.42
C  1.36  1.11  0.58  -0.47
H  -1.64  -0.40  1.39  0.17
H  -2.23  1.13  0.33  0.21
H  -3.34  -0.26  0.45  0.17
H  -1.62  -1.53  -0.82  0.31
H  1.92  -1.53  0.64  0.18
H  0.95  -1.95  -0.81  0.19
H  2.47  -0.79  -0.93  0.14
H  0.89  2.00  0.10  0.23
H  1.44  1.38  1.66  0.16
H  2.42  1.11  0.37  0.15

## Properties
Charge   -1
Multiplicity   1
Frontier orbital gap   6.1 eV
E_LUMO   4.288 eV
SMILES   CNN([O-])N(C)C

---

Verdict on stability: entry one comes out on top.